Density functional theory data (wB97M-V/def2-TZVPD) for a cluster of 12 separate species, C5H36N3O11 in total at a distorted geometry.

Summary:
orbital gap: 8.309 eV
energy: -32754.7494 eV
energy relative to the best compared isomer or geometry (same formula, charge and spin): 100.7 kcal/mol
2S+1: 1
molar mass: 314.35 u
net charge: +1

```
55
C5H36N3O11 | OMol25 | wB97M-V/def2-TZVPD
C -2.9427 -0.7076 2.2711
C -1.8797 -1.3302 1.4374
C -1.2293 -0.2486 0.4788
C -1.4788 -0.5130 -0.9916
C -2.5704 -0.1339 -1.6422
N -2.9092 -0.6615 -2.8562
N -0.4749 -1.4825 -1.5935
N -0.9621 -2.0641 2.1975
H -3.5880 -0.1348 1.6621
H -3.5882 -1.2267 2.9740
H -2.4594 0.0012 2.9574
H -2.4047 -2.0428 0.7030
H -1.6411 0.7660 0.8398
H -0.0418 -0.0703 0.6254
H -3.2453 0.6906 -1.3161
H -3.5764 -0.0660 -3.3111
H -2.1568 -0.9622 -3.4679
H 0.4172 -1.0049 -1.8700
H -0.9330 -2.0073 -2.3792
H -0.2526 -2.1408 -0.7846
H -0.4603 -1.4764 2.7161
H -1.3494 -2.6287 2.8897
H 4.0628 1.3167 1.1663
H 2.6787 0.4422 1.3702
O 3.2744 0.8843 0.6418
H 0.1950 2.8842 0.4090
H 0.5544 2.2719 -0.8362
O -0.2214 2.6342 -0.3691
H 2.5833 3.2222 -1.3673
H 2.6337 2.1736 -0.1762
O 2.2735 2.3583 -1.1318
H 1.6386 2.1075 2.7150
H 1.2722 3.5405 3.2598
O 1.4981 2.9933 2.4708
H -0.2946 2.2672 -2.8870
H 1.0475 1.8306 -2.0626
O 0.5312 1.7624 -2.8600
H -3.8906 3.1566 -0.5809
H -2.4476 2.6236 -0.2938
O -3.2744 2.3696 -0.6160
H 2.4179 -1.9944 1.3575
H 3.7640 -1.3433 1.9994
O 2.8712 -1.5721 2.1072
H 0.5963 -3.9396 0.3693
H 1.5569 -4.5686 -0.5422
O 1.1645 -3.7708 -0.3955
H 0.2565 0.2427 -3.6394
H 0.3534 -0.9766 -4.5350
O -0.1586 -0.6180 -3.8889
H 2.1465 -0.3860 3.1774
H 1.3281 0.5503 4.2255
O 2.0558 0.5279 3.4521
H 2.6770 -0.4619 -1.5675
H 2.4776 -1.9120 -1.0651
O 2.1044 -1.1720 -1.4467
```